(1)
{"formula": "C43H52AlBFN9OP", "method": "the ωB97M-V functional and the def2-TZVPD basis", "elements": ["C", "B", "O", "Al", "C", "C", "F", "P", "N", "H", "H", "H", "H", "H", "H", "H", "H", "H", "H", "H", "H", "N", "C", "C", "C", "C", "C", "H", "H", "H", "H", "H", "N", "C", "C", "C", "C", "C", "H", "H", "H", "H", "H", "N", "C", "C", "C", "C", "C", "H", "H", "H", "H", "H", "N", "C", "C", "C", "C", "C", "H", "H", "H", "H", "H", "N", "C", "C", "C", "C", "C", "H", "H", "H", "H", "H", "N", "C", "C", "C", "C", "C", "H", "H", "H", "H", "H", "N", "C", "C", "C", "C", "C", "H", "H", "H", "H", "H", "N", "C", "C", "C", "C", "C", "H", "H", "H", "H", "H"], "coordinates": [[7.9641, -1.0895, 5.0497], [6.4544, -1.4387, 4.4989], [6.3129, -1.9661, 3.1054], [4.8031, -1.1189, 5.7071], [3.4358, -2.6529, 5.6056], [3.1758, -3.2172, 4.0722], [1.9367, -4.0705, 4.1587], [3.6695, 0.8049, 4.9965], [3.4310, 0.5856, 3.4011], [8.2515, -1.9503, 5.8189], [7.9544, -0.0212, 5.5435], [8.6806, -1.0919, 4.0951], [5.5023, -1.5757, 2.6580], [5.1685, -0.9117, 7.2380], [2.3950, -2.1904, 5.9623], [3.6824, -3.5100, 6.3762], [4.1063, -3.8131, 3.6447], [2.9610, -2.2814, 3.3695], [2.4255, 0.8444, 5.7319], [4.3964, 2.0336, 5.2749], [3.8584, 1.4199, 2.9132], [-0.4280, -3.1159, 1.6652], [0.4146, -2.2057, 2.2009], [1.0078, -1.1845, 1.4761], [0.7245, -1.0910, 0.1177], [-0.1380, -2.0148, -0.4634], [-0.6854, -2.9985, 0.3444], [0.6068, -2.3227, 3.2635], [1.6750, -0.4795, 1.9590], [1.1718, -0.3046, -0.4833], [-0.3786, -1.9694, -1.5195], [-1.3672, -3.7407, -0.0615], [1.9008, 2.9163, -0.1201], [0.9472, 3.7651, 0.3221], [0.0079, 4.3653, -0.5011], [0.0492, 4.0825, -1.8623], [1.0209, 3.2136, -2.3483], [1.9148, 2.6596, -1.4461], [0.9583, 3.9566, 1.3911], [-0.7374, 5.0373, -0.0910], [-0.6698, 4.5351, -2.5389], [1.0800, 2.9733, -3.4037], [2.6893, 1.9727, -1.7759], [-3.9496, -2.6194, 3.2116], [-5.1537, -2.8021, 3.7966], [-5.7241, -4.0461, 4.0139], [-5.0204, -5.1735, 3.6037], [-3.7785, -5.0177, 2.9966], [-3.2892, -3.7327, 2.8257], [-5.6652, -1.8919, 4.0959], [-6.6936, -4.1338, 4.4910], [-5.4360, -6.1653, 3.7561], [-3.2055, -5.8762, 2.6651], [-2.3230, -3.5591, 2.3603], [-0.0199, 2.1022, -5.5264], [0.0060, 3.0554, -6.4836], [-0.2244, 2.8050, -7.8268], [-0.4943, 1.4971, -8.2157], [-0.5260, 0.4932, -7.2533], [-0.2863, 0.8423, -5.9340], [0.2242, 4.0591, -6.1307], [-0.1937, 3.6100, -8.5522], [-0.6788, 1.2621, -9.2599], [-0.7329, -0.5359, -7.5241], [-0.3036, 0.0952, -5.1454], [-1.7761, 3.0371, 3.6255], [-2.9802, 2.8545, 4.2105], [-3.5505, 1.6105, 4.4278], [-2.8468, 0.4830, 4.0176], [-1.6050, 0.6388, 3.4105], [-1.1157, 1.9238, 3.2396], [-3.4916, 3.7647, 4.5098], [-4.5200, 1.5228, 4.9049], [-3.2624, -0.5088, 4.1700], [-1.0319, -0.2197, 3.0791], [-0.1495, 2.0974, 2.7742], [8.6234, 0.4045, 0.8016], [9.5014, 0.4098, -0.2253], [10.1117, -0.7303, -0.7232], [9.8077, -1.9516, -0.1310], [8.9085, -1.9891, 0.9297], [8.3467, -0.7961, 1.3550], [9.7085, 1.3870, -0.6516], [10.8074, -0.6676, -1.5522], [10.2674, -2.8666, -0.4932], [8.6512, -2.9248, 1.4130], [7.6365, -0.7737, 2.1770], [-8.3333, -1.6653, 1.4186], [-9.0319, -1.2251, 0.3491], [-8.6108, -1.3777, -0.9622], [-7.3975, -2.0170, -1.1937], [-6.6543, -2.4797, -0.1127], [-7.1601, -2.2836, 1.1623], [-9.9702, -0.7301, 0.5817], [-9.2140, -1.0066, -1.7830], [-7.0341, -2.1538, -2.2081], [-5.7046, -2.9815, -0.2597], [-6.6190, -2.6299, 2.0384], [-4.7191, 4.4927, -10.6482], [-5.4871, 5.1896, -9.7822], [-5.3109, 5.1698, -8.4079], [-4.2876, 4.3851, -7.8868], [-3.4810, 3.6544, -8.7531], [-3.7325, 3.7414, -10.1129], [-6.2741, 5.7840, -10.2371], [-5.9562, 5.7517, -7.7596], [-4.1199, 4.3433, -6.8145], [-2.6756, 3.0330, -8.3784], [-3.1282, 3.1929, -10.8300]], "atomic_forces_ev_per_a": [[0.46, -0.59, -1.11], [0.66, -0.10, -2.00], [-0.46, 1.66, 1.52], [-0.72, -0.91, 0.76], [-1.67, -0.78, -0.79], [0.28, 1.12, 1.73], [2.08, 1.03, -0.79], [0.23, -0.50, -0.51], [0.73, 1.51, -0.66], [-0.31, 2.02, -1.45], [0.13, -2.26, -0.74], [-1.00, -0.01, 2.33], [1.03, -0.88, 1.23], [0.15, 0.10, 0.51], [1.97, -1.04, -0.76], [-0.47, 1.44, -1.71], [-2.28, 0.87, 0.91], [0.21, -2.17, 1.39], [0.33, 0.75, -0.07], [-0.79, -0.41, 0.19], [-0.94, -1.20, 0.38], [0.50, 0.78, -0.78], [-0.57, -0.67, -0.13], [-0.02, 0.10, -0.40], [0.00, -0.04, 0.04], [0.11, 0.07, 0.14], [0.21, -0.07, 0.83], [0.01, 0.00, -0.12], [0.11, 0.03, 0.13], [-0.04, -0.04, 0.10], [-0.01, -0.03, 0.06], [0.00, 0.04, -0.04], [-0.69, 0.43, -0.65], [0.74, -0.63, -0.13], [0.00, -0.05, -0.32], [0.04, -0.01, 0.06], [-0.11, 0.18, 0.02], [0.03, 0.16, 0.98], [-0.04, 0.00, -0.07], [0.07, -0.08, 0.02], [0.06, -0.06, 0.05], [-0.07, -0.04, 0.11], [-0.04, 0.05, -0.01], [-0.63, -0.96, 0.22], [0.96, 0.14, -0.18], [0.14, -0.18, 0.01], [0.06, -0.04, -0.04], [-0.47, -0.04, 0.20], [-0.16, 0.80, 0.01], [-0.04, -0.05, 0.02], [0.06, 0.04, -0.05], [0.03, 0.10, 0.00], [0.00, 0.12, 0.03], [-0.08, -0.13, 0.17], [-0.19, -0.21, -1.09], [0.01, -0.58, 0.73], [0.06, -0.26, -0.03], [0.05, -0.05, 0.03], [-0.01, 0.24, -0.22], [0.19, 0.79, 0.46], [-0.01, -0.04, -0.06], [0.01, -0.05, 0.08], [0.02, 0.02, 0.10], [0.02, 0.09, 0.05], [0.00, 0.04, -0.08], [-0.46, -0.80, 0.14], [0.79, 0.17, -0.39], [0.23, -0.07, -0.12], [-0.02, -0.07, 0.10], [-0.30, -0.02, 0.15], [-0.28, 0.78, 0.17], [0.00, -0.05, 0.01], [0.06, 0.03, -0.03], [0.12, 0.12, -0.12], [-0.07, 0.13, 0.04], [-0.03, -0.12, 0.05], [0.64, -0.76, -0.57], [-0.61, 0.05, 0.69], [-0.05, -0.13, 0.09], [-0.08, -0.03, 0.10], [0.31, -0.06, -0.36], [-0.04, 1.14, -0.07], [0.02, -0.06, -0.02], [-0.04, 0.02, 0.05], [-0.04, 0.08, 0.03], [-0.06, 0.15, 0.01], [0.27, -0.14, -0.34], [0.27, -0.11, -0.99], [0.42, -0.27, 0.78], [0.21, -0.11, 0.01], [0.04, -0.03, 0.04], [-0.20, 0.11, -0.30], [-0.74, 0.36, 0.36], [0.05, -0.02, -0.06], [0.04, -0.02, 0.08], [-0.04, 0.02, 0.11], [-0.07, 0.06, 0.07], [-0.11, 0.06, -0.33], [0.14, -0.02, 0.98], [0.49, -0.46, -0.68], [0.21, -0.16, 0.08], [0.00, 0.01, 0.01], [-0.19, 0.12, 0.15], [-0.67, 0.51, -0.43], [0.05, -0.03, 0.06], [0.05, -0.05, -0.07], [-0.01, -0.01, -0.12], [-0.18, 0.09, -0.05], [-0.03, 0.01, 0.07]], "total_charge": -1}

***

(2)
{"formula": "C43H52BeBr2CaCl5FKN3O7S2", "method": "the ωB97M-V functional and the def2-TZVPD basis", "elements": ["C", "C", "C", "C", "C", "C", "C", "C", "C", "O", "C", "C", "Br", "C", "C", "Br", "C", "O", "C", "C", "C", "S", "C", "S", "N", "C", "C", "C", "C", "C", "C", "C", "C", "C", "C", "C", "C", "N", "C", "Cl", "C", "C", "Cl", "C", "H", "H", "H", "H", "H", "H", "H", "H", "H", "H", "H", "H", "H", "H", "H", "H", "H", "H", "H", "H", "H", "H", "H", "H", "H", "H", "H", "H", "H", "H", "H", "H", "H", "H", "H", "H", "H", "H", "H", "H", "H", "Cl", "Cl", "Be", "F", "Cl", "C", "C", "C", "C", "C", "C", "N", "O", "O", "H", "H", "H", "H", "H", "Ca", "C", "C", "O", "O", "H", "H", "H", "K", "C", "O", "H", "H", "H"], "coordinates": [[3.0687, 0.7438, 3.7268], [2.5682, 1.9053, 2.7678], [1.9471, 3.1550, 3.3056], [1.5041, 4.1824, 2.2965], [1.6581, 3.9267, 0.7711], [2.2934, 2.6356, 0.3011], [2.4267, 2.4856, -1.2853], [2.4196, 0.9771, -1.7555], [3.8419, 0.2447, -1.6855], [3.5029, -1.1262, -1.3223], [2.8124, -1.6446, -2.4612], [2.6143, -3.2256, -2.2474], [2.6060, -3.6206, -0.3351], [3.8282, -3.9489, -3.0093], [3.6714, -5.5424, -2.8483], [5.6070, -3.4672, -2.2687], [1.4172, -0.9039, -2.8007], [1.1090, -1.5550, -4.0541], [0.1966, -1.2914, -1.8454], [-1.1599, -0.5560, -2.1980], [-2.3142, -0.8884, -1.0870], [-3.8458, -1.5349, -1.8875], [-4.4565, -3.0284, -1.0151], [-4.3968, -4.4692, -1.8166], [-5.0728, -3.0062, 0.3640], [-5.7057, -1.6759, 0.4892], [-5.0682, -0.4489, 1.0640], [-5.7693, 0.8499, 1.1669], [-7.1895, 1.0041, 0.6451], [-7.8768, -0.2226, 0.0042], [-7.1492, -1.5419, -0.0626], [-4.1698, -3.2844, 1.4773], [-4.6003, -2.9470, 2.8881], [-3.7845, -3.2109, 4.1062], [-2.4282, -3.8693, 3.9850], [-1.9820, -4.2133, 2.6033], [-2.8257, -3.9292, 1.3543], [1.6064, 0.6151, -2.9476], [2.0657, 0.9966, -4.3035], [0.5160, 1.2331, -5.3041], [2.7707, 2.3859, -4.5632], [1.8588, 3.6927, -4.3043], [4.4924, 2.5654, -4.0061], [2.7711, 1.6389, 1.2895], [3.8654, 0.1247, 3.2335], [2.1694, 0.0546, 3.8445], [3.3258, 1.1069, 4.7565], [1.8043, 3.3288, 4.4117], [1.0362, 5.1533, 2.6953], [1.3166, 4.7201, 0.0410], [3.3425, 3.0768, -1.5497], [1.4633, 2.9530, -1.6712], [1.8764, 0.4971, -0.8728], [4.3621, 0.1655, -2.6776], [4.5010, 0.7236, -0.9115], [3.4023, -1.5928, -3.4386], [1.6753, -3.5985, -2.7689], [3.7497, -3.6318, -4.0971], [4.4184, -5.9459, -2.1062], [2.6236, -5.8195, -2.5060], [3.8885, -5.9719, -3.8752], [0.1818, -1.3654, -4.3395], [-0.0200, -2.4096, -1.8468], [0.4527, -1.0674, -0.7550], [-1.0018, 0.5657, -2.0386], [-1.5360, -0.8101, -3.2304], [-2.4872, 0.0032, -0.4138], [-1.9354, -1.7118, -0.3958], [-4.0190, -0.5181, 1.4473], [-5.2334, 1.7148, 1.6442], [-7.7550, 2.0032, 0.7160], [-8.9269, -0.1753, -0.4261], [-7.6347, -2.4827, -0.5459], [-5.6033, -2.4585, 3.0082], [-4.1450, -2.9115, 5.1371], [-1.8009, -4.0840, 4.8947], [-0.9903, -4.7209, 2.5196], [-2.3672, -4.2334, 0.3741], [0.7067, 1.1192, -2.8152], [2.7403, 0.2309, -4.7985], [2.8730, 2.4137, -5.6966], [2.5118, 4.4644, -3.7923], [1.5406, 4.1690, -5.2836], [0.9253, 3.4761, -3.7236], [3.2406, 0.6845, 0.9426], [0.3581, -5.4553, -1.5559], [-7.3790, -1.9637, -2.6955], [-6.9857, -3.5090, 0.8170], [-4.2743, -1.3225, 5.2673], [-0.0806, -2.8092, -5.5798], [9.4213, 2.7429, 2.3555], [9.3761, 1.6527, 3.2158], [8.3216, 1.5145, 4.1078], [7.3155, 2.4725, 4.1259], [7.3568, 3.5694, 3.2743], [8.4159, 3.7022, 2.3872], [6.1889, 2.3163, 5.0481], [6.1940, 1.3563, 5.7901], [5.3053, 3.1599, 5.0152], [10.2436, 2.8452, 1.6560], [10.1626, 0.9082, 3.1886], [8.2966, 0.6609, 4.7735], [6.5774, 4.3209, 3.2885], [8.4570, 4.5523, 1.7164], [1.3355, 6.7756, 1.6858], [-10.8605, -0.8398, -3.7086], [-11.3701, 0.1333, -2.6486], [-12.4506, 0.6927, -2.8969], [-10.6230, 0.2578, -1.6295], [-11.5477, -0.8984, -4.5535], [-9.8859, -0.5121, -4.0763], [-10.7555, -1.8375, -3.2775], [-8.9055, 2.7636, -0.2932], [-0.4542, 3.1078, 5.7943], [-1.4800, 3.8704, 6.1323], [0.5566, 3.4429, 6.1228], [-0.4593, 2.0596, 6.1654], [-0.2868, 2.9438, 4.7059]], "atomic_forces_ev_per_a": [[-1.54, 0.36, -0.52], [0.27, 0.40, -0.98], [0.30, -0.11, -3.36], [1.39, -2.63, -1.50], [0.93, -1.48, 3.38], [-0.36, 0.89, 1.62], [-0.89, 0.16, 0.87], [1.72, 0.60, 3.05], [-1.12, -0.85, -0.45], [0.31, 1.71, -1.41], [-0.88, -0.95, -0.05], [1.08, 0.94, -1.45], [-0.03, 0.03, -0.47], [-1.75, -1.30, 0.76], [0.21, 0.46, -0.63], [-0.44, 0.26, -0.55], [-1.37, -4.58, -0.84], [2.21, 3.72, 3.26], [-0.25, 0.54, 1.21], [-0.33, 0.36, 1.21], [1.42, -0.86, 0.85], [-0.38, -0.20, 0.46], [0.99, -2.41, -1.36], [-0.35, 2.01, 1.24], [-1.40, 1.74, -0.18], [-3.06, 3.50, 0.32], [-1.91, 0.44, -0.55], [-1.43, -2.22, -1.23], [1.34, -3.86, -0.38], [2.16, 1.01, 1.75], [2.58, 1.19, 2.35], [3.69, -1.42, 4.14], [0.95, -1.13, -1.04], [1.08, -1.51, -1.77], [-1.63, 0.73, -3.76], [-2.31, 1.25, 1.42], [-0.88, 0.69, 1.83], [0.12, 0.84, 0.66], [0.81, 1.03, -2.29], [1.13, -0.81, 0.71], [-1.29, 1.12, -1.58], [0.90, 0.41, 0.10], [-0.83, -0.19, 0.05], [-1.89, 3.16, 1.01], [-0.60, 0.83, 0.62], [1.07, 0.73, -0.06], [0.03, -0.27, -1.13], [0.30, -0.26, -1.52], [0.15, -2.74, 0.32], [0.31, -1.16, 0.55], [-1.00, -0.61, -0.29], [1.42, -0.20, 0.24], [0.45, 0.25, -1.48], [-0.30, 0.61, 0.94], [-0.72, -0.56, -0.74], [-0.38, 0.37, 1.27], [0.98, 0.33, 1.00], [0.37, -0.35, 1.38], [-0.85, 0.49, -0.84], [1.20, 0.44, -0.55], [-0.28, 0.22, 1.32], [0.22, -0.83, -0.39], [0.79, 1.20, -0.45], [-0.30, -0.17, -1.24], [-0.31, -1.11, -0.72], [0.45, 0.39, 0.99], [-0.07, -0.86, -0.95], [-0.35, 0.96, -0.90], [-1.20, -0.01, -0.32], [-0.68, -1.10, -0.57], [3.55, -3.80, 1.85], [1.07, -0.07, 0.20], [0.16, 0.78, -0.42], [1.15, -0.23, 0.14], [-0.06, -0.29, -1.35], [-0.84, 0.27, -1.25], [-1.09, 0.49, -0.40], [-0.64, 0.35, 1.06], [0.21, -0.71, -0.20], [-1.34, 0.44, 0.93], [0.05, -0.52, 1.54], [-0.94, -0.90, -0.34], [0.39, -0.86, 1.13], [0.97, 0.24, -0.44], [-0.51, 0.97, 0.54], [-0.63, -0.03, 0.01], [0.16, -0.25, 0.30], [2.56, 2.17, -0.90], [-0.01, 0.58, 0.06], [-1.69, -1.23, -1.94], [0.03, 0.00, -0.02], [-0.09, 0.16, -0.05], [0.03, -0.18, 0.10], [0.52, 0.07, -0.45], [-0.10, 0.16, -0.09], [0.02, -0.17, 0.08], [-0.22, 0.03, 0.20], [-0.05, 0.11, -0.11], [0.11, -0.14, -0.07], [-0.06, -0.01, 0.06], [-0.08, 0.04, 0.04], [-0.17, 0.14, 0.01], [-0.02, -0.17, 0.16], [-0.03, -0.04, 0.07], [0.31, 0.82, -0.63], [0.01, -0.18, -0.23], [-0.59, -0.24, -1.02], [0.38, 0.30, 0.67], [0.69, 0.86, 1.08], [-0.04, 0.08, 0.12], [0.06, -0.18, 0.14], [0.21, 0.07, -0.01], [-3.47, 1.34, -2.83], [1.21, -0.04, 0.03], [0.07, 0.04, -0.30], [-0.03, 0.40, 0.36], [-0.59, -0.17, 0.08], [-0.64, -0.11, -0.35]]}

***

Calculated values (Eh) of Kohn-Sham gap for the records, taken in order: 0.2155 0.0432.